(1)
91
Properties=species:S:1:pos:R:3:forces:R:3:lowdin_charge:R:1 method="wB97M-V/def2-TZVPD" e_above_lowest_kcal_mol=20.6 homo_ev=-8.92 total_charge=0 spin_multiplicity=1
Br -12.575731 -26.775798 9.909754 0.43 -0.36 0.42 0.612
Br -11.795953 -27.339676 12.994283 0.00 -0.19 -0.45 0.646
Br -10.934755 -29.428295 10.689486 -0.29 0.37 0.06 0.650
F -6.987434 -30.742289 15.233885 -0.01 -0.08 0.58 0.176
F -5.598738 -31.610532 13.837872 0.53 -0.38 -0.03 0.177
F -7.609941 -32.392923 13.992524 -0.24 -0.87 0.22 0.202
O -10.520434 -34.826768 13.572626 0.42 -0.15 -0.40 0.025
O -7.792995 -30.773920 11.909241 -0.03 -0.39 -0.56 0.140
O -4.142159 -26.502128 10.694185 0.00 -0.04 -0.14 0.035
O -9.824096 -33.359359 7.752573 0.09 0.17 -0.08 0.030
O -8.937391 -32.709670 19.908440 0.20 -0.30 0.01 0.033
O -7.709318 -24.917166 16.980185 0.29 -0.29 -0.37 0.039
O -9.448284 -24.378318 11.800001 -0.85 0.27 -0.15 0.001
O -7.377341 -29.082073 13.309942 0.28 -0.50 0.50 0.058
N -7.130329 -32.320552 21.182233 1.00 -0.07 -0.25 -0.013
N -11.578874 -23.745840 12.363945 -0.60 -0.07 0.23 0.009
N -4.016778 -24.481800 11.670697 0.40 0.21 -0.24 0.001
N -6.201195 -24.239027 15.408196 0.49 -0.38 0.15 0.013
N -9.175648 -35.445580 11.886608 0.39 0.51 -0.29 0.020
N -8.083903 -31.953754 7.451133 0.17 -0.27 -0.21 0.007
C -5.684821 -24.868153 9.918679 -0.02 0.06 -0.60 0.007
C -6.860180 -32.488314 18.750285 0.19 0.91 -0.11 -0.004
C -7.727517 -32.552475 19.988723 -1.66 0.43 -0.51 -0.555
C -7.439631 -27.959393 11.092898 0.86 0.21 -0.05 -0.049
C -11.272596 -27.566840 11.133670 -0.24 -0.22 -0.08 -1.554
C -6.278915 -25.405666 14.541506 -0.37 -0.10 0.38 -0.063
C -6.878404 -31.312263 14.040586 0.07 1.39 -0.45 -0.585
C -7.365460 -30.348853 12.937489 -0.76 0.23 0.06 -0.374
C -12.185283 -23.409354 11.095320 0.06 0.10 -0.32 -0.089
C -10.340612 -24.171609 12.630706 1.89 -0.80 -0.53 -0.596
C -6.859725 -24.135387 16.587735 -0.89 0.41 0.53 -0.563
C -2.981991 -24.841657 12.618387 -0.22 -0.14 0.62 -0.082
C -10.318040 -37.136012 13.252825 0.46 -1.05 -0.30 -0.014
C -8.126087 -31.347435 8.766581 0.56 1.36 -0.61 -0.077
C -8.761869 -34.100766 11.527289 0.43 0.36 -1.12 -0.069
C -8.970374 -32.870801 7.024769 -0.44 -0.81 0.47 -0.566
C -6.584037 -22.869801 17.371971 1.05 0.01 0.74 -0.011
C -10.000967 -35.718338 12.899954 -1.38 0.94 1.54 -0.568
C -8.053778 -28.158018 12.467172 -0.29 1.18 -0.91 -0.209
C -10.042958 -24.421003 14.086794 -0.77 -0.14 -0.15 -0.026
C -8.808315 -33.316858 5.594916 -0.63 -0.96 -0.49 -0.014
C -4.530000 -25.347901 10.747645 -0.25 -0.67 0.84 -0.551
C -7.775889 -32.541325 22.468141 0.58 -0.47 -0.59 -0.062
H -5.493411 -23.551772 15.223338 0.02 0.02 -0.05 0.121
H -7.969534 -27.219531 13.016310 -0.02 -0.03 -0.04 0.108
H -8.913665 -34.005100 10.448041 0.33 0.00 -0.06 0.071
H -9.122160 -28.347660 12.356872 0.23 -0.69 0.48 0.032
H -7.397054 -28.815292 10.422889 -0.34 -0.22 0.33 0.061
H -2.064684 -24.280150 12.448203 0.01 0.03 0.08 0.084
H -7.969260 -27.165840 10.561257 -0.08 0.08 0.19 0.074
H -11.889113 -24.044978 10.265172 0.50 -0.10 0.25 0.028
H -6.403265 -27.632681 11.223084 -0.03 0.09 -0.12 0.071
H -10.476137 -37.760435 12.368924 0.06 0.00 0.04 0.077
H -11.956141 -22.377044 10.830916 -0.20 0.05 -0.07 0.085
H -6.201935 -23.991771 10.304041 0.32 0.24 -0.14 0.081
H -7.406544 -33.484266 22.879577 -0.16 0.01 0.18 0.081
H -4.077439 -23.488492 11.522259 -0.50 -0.05 -0.16 0.131
H -13.258313 -23.573718 11.174634 -0.04 0.30 0.14 0.084
H -7.815549 -33.697073 5.352225 0.24 0.68 -0.03 0.080
H -7.155281 -31.345122 9.263938 -0.05 -0.59 0.06 0.081
H -7.502188 -31.739095 23.147943 -0.37 0.10 0.07 0.078
H -7.357314 -32.061899 17.877863 -0.72 -0.29 0.32 0.074
H -8.901399 -31.772498 9.388536 -0.01 -0.17 -0.09 0.060
H -6.089247 -31.726424 18.907197 0.61 -0.70 0.13 0.077
H -8.740480 -36.163867 11.337003 -0.19 -0.27 0.15 0.136
H -9.278381 -33.230769 11.919467 -0.56 -0.66 0.71 0.076
H -9.492954 -37.571798 13.824695 0.10 0.04 -0.16 0.083
H -7.710440 -33.938112 11.766565 0.07 -0.09 -0.08 0.080
H -10.994548 -24.677357 14.558079 0.24 0.34 0.59 0.065
H -2.742563 -25.901076 12.650202 -0.18 -0.04 -0.61 0.085
H -6.528274 -33.478949 18.449280 0.46 0.07 0.21 0.084
H -5.539626 -22.547388 17.282155 -0.25 0.36 -0.60 0.073
H -6.123116 -32.305017 21.136495 -0.06 0.06 0.30 0.126
H -5.291768 -24.746875 8.905638 -0.17 0.45 0.00 0.091
H -8.303528 -30.279480 8.590911 -0.43 -0.03 0.39 0.073
H -6.681189 -26.255038 15.094559 -0.30 0.24 0.14 0.089
H -9.432181 -34.198049 5.428121 -0.18 0.13 0.35 0.080
H -9.563448 -23.529149 14.487986 -0.15 -0.08 0.31 0.092
H -12.174739 -23.707448 13.171559 -0.14 0.09 -0.08 0.127
H -9.395986 -25.283049 14.214476 0.18 0.09 -0.15 0.063
H -6.633138 -23.030367 18.450249 -0.53 -0.44 -0.13 0.082
H -11.184126 -37.215803 13.899900 -0.15 0.39 -0.12 0.080
H -8.837512 -32.640695 22.266733 -0.08 0.27 0.25 0.081
H -3.392096 -24.639255 13.612603 0.40 0.28 0.10 0.060
H -6.446633 -25.636722 9.812305 0.22 -0.25 0.28 0.061
H -6.945063 -25.163067 13.714438 0.22 -0.31 -0.32 0.072
H -10.324579 -27.056796 11.019471 -0.15 0.25 -0.10 -0.052
H -9.203445 -32.587658 4.887051 0.49 0.24 -0.01 0.083
H -7.301119 -22.086498 17.139402 0.14 0.07 -0.25 0.082
H -7.500688 -31.578475 6.722892 0.21 0.24 0.30 0.133
H -5.297042 -25.755340 14.229657 0.07 0.40 -0.32 0.072

***

(2)
111
Properties=species:S:1:pos:R:3:forces:R:3:lowdin_charge:R:1 method="wB97M-V/def2-TZVPD" homo_ev=-10.44 total_charge=0 spin_multiplicity=1 smiles="CCOC(=O)C(F)(F)F.CCOC(=O)C(F)(F)F.CCOC(=O)C(F)(F)F.COP(=O)(OC)OC.COP(=O)(OC)OC.C[N+](=O)[O-].C[N+](=O)[O-].C[N+](=O)[O-].C[N+](=O)[O-].C[N+](=O)[O-]"
P 2.680148 6.710508 8.106796 0.53 -0.74 -0.93 0.555
P 1.027378 -7.827952 -5.270044 -0.83 -0.10 -0.08 0.391
F -1.657672 5.633498 -8.638734 1.37 0.51 -0.22 0.138
F -0.671702 0.439928 0.196066 -0.84 1.05 -0.24 0.156
F -1.027622 -5.249592 6.967096 0.67 -0.67 1.24 0.175
F -1.743312 -0.694192 -1.237914 -0.29 1.21 -0.24 0.131
F -0.162562 7.126368 -9.337964 -0.98 1.71 -1.21 0.200
F -2.480612 1.343238 -0.796834 -0.40 -0.14 0.87 0.204
F 0.523578 5.334208 -8.691884 0.76 -2.14 0.59 0.208
F -2.732872 -4.483932 6.105546 -1.56 0.20 -1.66 0.171
F -1.965632 -3.472422 7.757446 0.16 0.09 1.32 0.195
O 0.713368 7.295578 -6.647684 -0.32 -0.49 -1.25 0.152
O 5.404528 -2.896782 -0.838394 -0.70 1.22 -2.77 0.056
O 0.622918 -7.631272 -6.817694 -0.86 -0.74 0.42 -0.208
O -4.298742 7.236348 2.747576 -1.57 -0.64 3.17 0.010
O -8.536282 -0.862072 -0.007714 -0.02 -1.53 1.15 0.066
O 7.069388 6.100568 1.435456 -1.32 0.72 -1.18 0.040
O 1.149968 -6.617692 -4.443754 -0.27 -0.57 -0.75 -0.229
O -1.046792 1.076528 -3.186624 -2.57 -1.33 -1.34 0.064
O 1.806218 6.399528 6.709556 0.81 0.26 0.77 -0.252
O -4.214942 -5.012772 8.513986 0.94 0.20 -1.29 0.154
O 5.366648 7.360978 0.890136 0.89 -1.54 -0.86 0.057
O 0.543348 1.749058 -1.834864 -1.74 -0.80 0.67 0.139
O -1.423772 6.873078 -6.375444 -2.80 -0.25 -1.25 0.035
O 5.476618 -4.701332 -9.846504 -1.77 0.61 0.27 0.057
O -2.857032 -6.752192 8.442106 1.64 0.60 -0.98 0.030
O 5.188568 -3.816502 0.955826 -0.11 -2.45 3.82 0.079
O 4.160238 6.473558 7.956096 -2.64 0.32 0.54 -0.274
O -8.124322 0.291678 -1.687674 0.66 0.40 -1.52 0.062
O 3.630318 -3.602442 -9.147174 3.65 -2.07 0.29 0.029
O 2.253848 8.247008 8.510666 -0.46 -2.52 -1.23 -0.236
O -5.991272 7.650548 4.121036 2.77 -1.72 -0.31 0.032
O 2.318738 -8.686192 -5.425984 0.50 -0.13 -0.63 -0.205
O 1.892728 5.734378 9.199296 1.46 1.61 -1.88 -0.253
O -0.059952 -8.919712 -4.725134 2.03 0.71 -0.86 -0.225
N -8.073742 -0.769632 -1.114484 -0.90 1.77 0.04 -0.475
N -4.925392 7.051398 3.836786 -0.66 1.19 -2.42 -0.385
N 6.064978 6.356208 0.746776 1.16 -0.55 2.09 -0.411
N 4.691038 -3.251452 0.056956 -0.15 1.72 -0.59 -0.475
N 4.767428 -4.175042 -8.989224 -1.28 0.86 -1.50 -0.404
C 5.663228 5.237828 -0.178974 -2.37 0.55 -0.39 0.032
C 2.971988 9.105308 9.397876 1.07 -0.95 0.51 -0.097
C 3.237828 -2.819162 0.173206 -0.13 0.29 -0.55 0.057
C -3.761712 -7.515022 9.215926 -0.75 -2.82 -0.06 -0.193
C -0.415942 6.196138 -8.457934 -1.37 -0.20 0.22 -0.584
C 5.423498 -4.149692 -7.682524 -0.51 1.78 1.36 0.016
C -1.661492 7.730958 -5.229084 1.10 0.93 0.16 -0.192
C -0.112252 -8.681622 -7.552524 0.04 0.31 -0.27 -0.067
C -4.332552 6.004168 4.817816 -0.71 1.66 -1.21 0.066
C -3.200142 -5.513672 8.076346 -1.64 -0.29 3.54 -0.350
C 1.911258 4.289608 9.097216 -0.80 0.22 1.44 -0.109
C -2.983612 7.514608 -4.576284 -0.71 -2.47 0.61 -0.077
C 2.990028 -9.506772 -4.493974 -0.53 -0.61 0.95 -0.085
C -1.401582 0.600728 -0.926504 0.91 -1.96 0.10 -0.517
C -7.502052 -1.935722 -1.791714 0.08 -1.13 0.67 0.039
C -1.188692 -8.447302 -4.103514 -3.45 -0.38 0.37 -0.170
C -0.343172 1.332828 -4.381734 1.57 2.17 -1.45 -0.216
C 0.732668 0.356048 -4.710714 0.31 -1.98 1.15 -0.065
C 2.001768 5.170608 5.916876 -0.29 -0.28 1.13 -0.085
C -0.320962 6.834608 -7.084194 1.57 1.52 3.18 -0.388
C -0.550432 1.222288 -2.015584 4.34 1.31 -0.10 -0.408
C -2.185932 -4.682702 7.286076 0.35 -0.09 -1.76 -0.588
C -3.271142 -9.010772 9.250406 -0.07 0.34 -0.28 -0.058
H 3.033448 -10.505062 -4.929424 0.44 0.12 -0.03 0.094
H 0.145958 2.305878 -4.336764 -0.25 0.30 0.43 0.125
H -3.882122 7.521678 -5.193334 0.39 0.26 -0.57 0.086
H 1.885048 4.091678 10.168766 0.04 -0.87 -0.18 0.089
H -3.879632 -7.255632 10.268016 0.23 0.94 -0.25 0.128
H -8.297482 -2.472012 -2.309204 -0.03 0.45 -0.28 0.105
H -1.656792 -7.511212 -4.408034 1.54 1.18 0.48 0.096
H 1.506268 0.302678 -3.944684 0.04 0.40 0.12 0.078
H -1.013442 1.418628 -5.237004 -0.64 -0.30 0.59 0.132
H 5.485798 -5.133532 -7.217464 0.03 0.18 -0.34 0.107
H 2.786558 -3.292362 1.045296 0.23 -0.12 -0.34 0.095
H 6.035938 5.384318 -1.192744 0.39 -0.03 0.39 0.100
H -2.901852 -9.394822 8.299496 0.35 0.54 -0.13 0.072
H -1.224722 -8.671262 -3.037374 0.38 0.60 0.02 0.097
H 0.262978 -0.624852 -4.637734 0.12 -0.36 -0.47 0.086
H -2.931532 6.498808 -4.184434 -0.49 -0.13 0.39 0.077
H 2.410798 5.295048 4.914226 0.58 0.69 0.46 0.087
H -4.072192 -9.726002 9.437166 -0.45 0.46 0.39 0.070
H -0.237692 -9.622522 -7.016734 0.61 0.15 0.14 0.083
H -2.529012 -9.186432 10.029186 0.14 0.17 -0.16 0.070
H -4.738842 -7.509652 8.732906 -0.01 0.32 0.09 0.124
H 1.062668 4.653098 5.720986 -0.60 0.64 0.35 0.078
H 3.403678 9.960388 8.877696 -0.68 0.12 -0.11 0.093
H 0.350188 -8.821212 -8.529644 0.54 -0.09 0.36 0.087
H 3.844418 8.581708 9.788776 0.04 -0.16 0.09 0.080
H 3.960028 -9.117932 -4.184154 0.02 0.10 -0.57 0.093
H -3.276092 6.272208 4.806066 -0.14 -0.19 0.51 0.092
H -7.243062 -2.596142 -0.964144 0.50 0.01 -0.25 0.098
H -2.074442 -8.945312 -4.497894 0.12 -1.44 -0.09 0.081
H -6.672782 -1.654402 -2.440754 -0.29 0.03 0.18 0.104
H -4.911142 6.204618 5.719566 0.50 -0.46 0.09 0.091
H 2.529508 4.433538 6.522116 0.60 0.24 -0.39 0.060
H 0.978148 3.935278 8.659196 -0.03 0.20 -0.13 0.086
H 4.578948 5.339458 -0.224944 -0.09 0.45 -0.40 0.086
H 2.330738 9.325848 10.251256 -0.05 0.38 -0.33 0.091
H 6.369088 -3.617552 -7.786354 0.29 -0.77 -0.40 0.102
H -1.129512 -8.401082 -7.825584 -0.04 0.77 0.52 0.082
H -0.788652 7.496198 -4.619884 -0.36 0.52 0.61 0.129
H 3.177178 -1.734862 0.266526 0.62 -0.01 0.32 0.095
H 4.870318 -3.421162 -7.089794 -0.42 -0.59 0.32 0.093
H 2.731548 3.733988 8.642786 0.43 0.85 -0.11 0.087
H 5.702908 4.220368 0.210006 1.33 0.40 0.34 0.096
H -3.214932 8.175508 -3.740934 0.62 0.19 -0.08 0.089
H 2.422688 -9.618522 -3.569994 -0.24 0.13 0.03 0.086
H -1.742282 8.801868 -5.415384 1.21 0.04 -1.16 0.129
H 1.261608 0.438478 -5.660214 -0.56 0.41 -0.09 0.091
H 2.705948 -2.977162 -0.765014 0.23 -0.65 0.09 0.094
H -4.472522 5.025098 4.359626 -0.18 0.16 0.17 0.095